ORCA calculation (ωB97M-V/def2-TZVPD) on an isolated ion of composition C2HClF3O2S and charge -1 in a non-equilibrium geometry.

- HOMO level: -4.1 eV
- Relative energy (zero: lowest compared OMol25 entry of this formula, charge and spin): 11.8 kcal/mol
- Spin multiplicity: 1
- Net charge: -1
- Energy: -1385.306658 a.u.
- Orbital gap: 7.576 eV

Each line ends with the natural charge from an NBO analysis.
Positions of all 10 atoms, in Å:
C  -0.2500  -0.3120  0.5818  -0.51
C  0.1947  1.3491  0.1272  0.95
O  1.0731  -2.4841  -0.6740  -1.01
O  -1.1291  -1.6550  -1.4976  -1.03
F  -0.1116  2.3398  0.9630  -0.34
F  -0.6129  1.6651  -0.9461  -0.36
F  1.4722  1.3495  -0.1977  -0.32
S  0.2925  -1.2839  -1.1154  1.49
Cl  0.4279  -0.6273  2.2386  -0.09
H  -1.3568  -0.3410  0.5202  0.22

***

ORCA calculation (ωB97M-V/def2-TZVPD) on a 3-piece molecular cluster, C2HClFO3 overall in a non-equilibrium geometry.

- HOMO level: -5.5 eV
- Relative energy (zero: lowest compared OMol25 entry of this formula, charge and spin): 0.0 kcal/mol
- Spin multiplicity: 1
- Net charge: -1
- Energy: -862.679225 a.u.
- Orbital gap: 9.160 eV

Each line ends with the natural charge from an NBO analysis.
Positions of all 8 atoms, in Å:
C  0.0101  -0.1594  -1.4074  1.03
C  -1.8057  1.2812  0.8206  0.54
O  1.1099  -0.5342  -1.1007  -0.71
O  -1.4361  0.5372  1.5885  -0.57
O  -0.9994  -0.4524  -1.9334  -0.68
F  -0.1400  1.3550  -0.8042  -0.61
Cl  2.2846  -1.1394  1.4474  -0.31
H  0.9765  -0.8880  1.3891  0.31

***

ORCA calculation (ωB97M-V/def2-TZVPD) on a 2-piece molecular cluster, C2HClN2O overall in a non-equilibrium geometry.

- HOMO level (alpha / beta): -8.9 / -8.9 eV
- Relative energy (zero: lowest compared OMol25 entry of this formula, charge and spin): 102.9 kcal/mol
- Spin multiplicity: 1
- Net charge: 0
- Energy: -721.589493 a.u.
- Orbital gap (alpha / beta): 7.656 / 7.649 eV

Each line ends with the natural charge from an NBO analysis.
Positions of all 7 atoms, in Å:
C  0.2888  -0.9132  1.0465  0.33
C  0.3429  1.0898  -0.9128  0.63
N  1.0276  -1.1317  1.8978  -0.40
N  -0.3722  -0.9395  -0.0584  -0.63
O  -0.6971  1.5235  -1.1228  -0.33
Cl  -2.0467  -0.7318  0.1002  0.15
H  1.4567  1.1028  -0.9504  0.25

***

ORCA calculation (ωB97M-V/def2-TZVPD) on one molecule with the formula C2HClN2O2 in a non-equilibrium geometry.

- HOMO level (alpha / beta): -9.5 / -9.4 eV
- Relative energy (zero: lowest compared OMol25 entry of this formula, charge and spin): 114.5 kcal/mol
- Spin multiplicity: 1
- Net charge: 0
- Energy: -796.813455 a.u.
- Orbital gap (alpha / beta): 7.782 / 7.876 eV

Each line ends with the natural charge from an NBO analysis.
Positions of all 8 atoms, in Å:
C  -0.9455  1.0303  -0.6850  0.55
C  0.0025  -0.0588  -0.6316  -0.31
N  -2.1301  0.8625  0.3665  -0.24
N  -2.3210  -0.2578  0.6246  0.34
O  -1.1805  1.8507  -1.4891  -0.43
O  -1.7083  -1.2766  0.4327  -0.32
Cl  0.3173  -0.7359  -2.1007  0.14
H  0.5461  -0.4634  0.2551  0.26

***

ORCA calculation (ωB97M-V/def2-TZVPD) on a 2-piece molecular cluster, C2HClN2O2 overall in a non-equilibrium geometry.

- HOMO level: -9.2 eV
- Relative energy (zero: lowest compared OMol25 entry of this formula, charge and spin): 75.5 kcal/mol
- Spin multiplicity: 1
- Structure (SMILES): N#[N+][O-].O=C=CCl
- Net charge: 0
- Energy: -796.875637 a.u.
- Orbital gap: 9.017 eV

Each line ends with the natural charge from an NBO analysis.
Positions of all 8 atoms, in Å:
C  0.9912  0.5065  -0.8558  0.69
C  1.4288  -0.0070  0.2629  -0.54
N  -3.0972  -0.5673  -0.5463  -0.08
N  -2.2293  -0.3680  0.1139  0.42
O  0.7286  0.9762  -1.9248  -0.44
O  -1.3034  -0.3894  0.8093  -0.34
Cl  1.6253  0.7876  1.7892  0.03
H  1.8560  -0.9386  0.3516  0.26

***

ORCA calculation (ωB97M-V/def2-TZVPD) on a 2-piece molecular cluster, C2HClN2O2 overall in a non-equilibrium geometry.

- HOMO level (alpha / beta): -7.3 / -9.9 eV
- Relative energy (zero: lowest compared OMol25 entry of this formula, charge and spin): 72.1 kcal/mol
- Spin multiplicity: 3
- Net charge: 0
- Energy: -796.677338 a.u.
- Orbital gap (alpha / beta): 8.208 / 7.136 eV

Each line ends with the natural charge from an NBO analysis.
Positions of all 8 atoms, in Å:
C  -0.9575  0.1678  0.4964  -0.03
C  1.0136  -0.2128  -0.4095  0.03
N  1.3343  -1.3439  -0.1429  0.03
N  -1.4381  1.2075  0.2652  0.13
O  -1.4405  2.2863  -0.2079  -0.27
O  1.1069  -2.4556  0.2948  -0.24
Cl  1.5544  1.1173  -1.1971  0.13
H  -1.1732  -0.7665  0.9010  0.23

***

ORCA calculation (ωB97M-V/def2-TZVPD) on one molecule with the formula C2HClN2S in a non-equilibrium geometry.

- HOMO level: -9.1 eV
- Relative energy (zero: lowest compared OMol25 entry of this formula, charge and spin): 60.7 kcal/mol
- Spin multiplicity: 1
- Structure (SMILES): S=C=C/N=N/Cl
- Net charge: 0
- Energy: -1044.559660 a.u.
- Orbital gap: 7.804 eV

Each line ends with the natural charge from an NBO analysis.
Positions of all 7 atoms, in Å:
C  -0.1870  0.2422  0.3938  -0.28
C  -1.3485  0.4825  0.9910  -0.02
N  0.8737  0.6517  1.1332  -0.14
N  0.8446  1.3663  2.1590  -0.18
S  -2.2340  1.1754  2.0726  0.30
Cl  2.4413  1.6279  2.8238  0.08
H  0.1695  -0.1415  -0.5081  0.25

***

ORCA calculation (ωB97M-V/def2-TZVPD) on a 3-piece molecular cluster, C2HClNO4 overall in a non-equilibrium geometry.

- HOMO level: -5.4 eV
- Relative energy (zero: lowest compared OMol25 entry of this formula, charge and spin): 11.1 kcal/mol
- Spin multiplicity: 1
- Net charge: -1
- Energy: -892.772950 a.u.
- Orbital gap: 9.159 eV

Each line ends with the natural charge from an NBO analysis.
Positions of all 9 atoms, in Å:
C  0.7484  0.9792  0.4558  0.75
C  0.6195  -1.4013  -0.2196  1.02
N  -0.0708  1.6261  -0.1267  -0.25
O  1.0166  -1.9068  0.7392  -0.55
O  1.7486  0.7772  1.0316  -0.56
O  0.5243  -1.0456  -1.3170  -0.57
O  -1.2741  1.4618  -0.7174  -0.56
Cl  -1.6793  -1.0637  0.5488  -0.77
H  -1.6332  0.5732  -0.3948  0.48

***

ORCA calculation (ωB97M-V/def2-TZVPD) on one molecule with the formula C2HClO in a non-equilibrium geometry.

- HOMO level: -9.6 eV
- Relative energy (zero: lowest compared OMol25 entry of this formula, charge and spin): 37.4 kcal/mol
- Spin multiplicity: 1
- Structure (SMILES): O=C=CCl
- Net charge: 0
- Energy: -612.135401 a.u.
- Orbital gap: 8.797 eV

Each line ends with the natural charge from an NBO analysis.
Positions of all 5 atoms, in Å:
C  0.6152  -1.9196  0.3670  -0.49
C  0.0280  -1.9698  -0.6970  0.62
O  -0.8581  -1.5691  -1.3521  -0.40
Cl  0.1492  -2.4938  1.9681  0.02
H  1.6022  -2.1012  0.5814  0.26

***

ORCA calculation (ωB97M-V/def2-TZVPD) on a 2-piece molecular cluster, C2HClO2 overall in a non-equilibrium geometry.

- HOMO level (alpha / beta): -9.1 / -9.1 eV
- Relative energy (zero: lowest compared OMol25 entry of this formula, charge and spin): 52.1 kcal/mol
- Spin multiplicity: 1
- Net charge: 0
- Energy: -687.379496 a.u.
- Orbital gap (alpha / beta): 8.149 / 8.149 eV

Each line ends with the natural charge from an NBO analysis.
Positions of all 6 atoms, in Å:
C  -1.7171  -0.0632  0.0495  1.02
C  1.4730  0.2422  -0.5199  -0.21
O  -1.5279  0.8409  -0.6239  -0.50
O  -1.9047  -0.9584  0.7377  -0.51
Cl  2.3452  -1.0276  0.0469  0.10
H  1.3314  0.9662  0.3096  0.11

***

ORCA calculation (ωB97M-V/def2-TZVPD) on C2HCoFO as an isolated structure in a non-equilibrium geometry.

- HOMO level (alpha / beta): -15.5 / -15.9 eV
- Spin multiplicity: 5
- Net charge: +1
- Energy: -1634.078650 a.u.
- Orbital gap (alpha / beta): 8.570 / 7.891 eV

Each line ends with the natural charge from an NBO analysis.
Positions of all 6 atoms, in Å:
H  -1.6583  0.1519  -0.2007  0.32
O  -0.8397  -0.7135  0.9129  -0.53
C  0.6483  0.6717  -0.1744  0.07
C  -0.5835  0.4395  0.2640  0.09
Co  1.3052  -0.8876  0.8222  1.37
F  1.1280  0.3380  -1.6240  -0.32

***

ORCA calculation (ωB97M-V/def2-TZVPD) on C2HCoFO2 as an isolated structure in a non-equilibrium geometry.

- HOMO level (alpha / beta): -14.7 / -16.3 eV
- Relative energy (zero: lowest compared OMol25 entry of this formula, charge and spin): 31.2 kcal/mol
- Spin multiplicity: 5
- Net charge: +1
- Energy: -1709.429060 a.u.
- Orbital gap (alpha / beta): 8.009 / 9.232 eV

Each line ends with the natural charge from an NBO analysis.
Positions of all 7 atoms, in Å:
C  0.9914  1.1896  0.2260  0.53
H  1.3724  0.6170  1.0931  0.18
F  2.1736  1.3545  -0.5705  -0.31
O  0.0733  0.4181  -0.6783  -0.46
C  -0.7889  -0.3081  -0.0716  0.44
O  -0.8296  -0.5513  1.1863  -0.66
Co  -1.3665  -2.1099  0.2347  1.28

***

ORCA calculation (ωB97M-V/def2-TZVPD) on C2HF2O3S as an isolated structure in a non-equilibrium geometry.

- HOMO level: -4.1 eV
- Relative energy (zero: lowest compared OMol25 entry of this formula, charge and spin): 35.2 kcal/mol
- Spin multiplicity: 1
- Net charge: -1
- Energy: -900.455262 a.u.
- Orbital gap: 7.890 eV

Each line ends with the natural charge from an NBO analysis.
Positions of all 9 atoms, in Å:
C  0.7942  -1.1441  0.3402  0.24
C  0.1058  0.0014  0.6977  0.38
O  -0.3086  0.9125  -2.0935  -0.96
O  0.4303  -2.3215  0.2135  -0.62
O  -1.8774  1.6648  -0.4235  -0.96
F  1.0350  1.2359  0.5900  -0.42
F  -0.7633  0.0401  1.7258  -0.32
S  -1.2732  0.5201  -1.0817  1.55
H  1.8572  -0.9092  0.0313  0.11

***

ORCA calculation (ωB97M-V/def2-TZVPD) on a 2-piece molecular cluster, C2HF3NOS overall in a non-equilibrium geometry.

- HOMO level: -3.1 eV
- Relative energy (zero: lowest compared OMol25 entry of this formula, charge and spin): 31.8 kcal/mol
- Spin multiplicity: 1
- Net charge: -1
- Energy: -904.645506 a.u.
- Orbital gap: 6.966 eV

Each line ends with the natural charge from an NBO analysis.
Positions of all 9 atoms, in Å:
C  -1.9607  -1.2966  0.5718  0.75
C  1.4162  0.5079  -0.6323  0.80
N  -1.8283  -0.3092  1.1875  -0.63
O  -2.4299  -2.2751  0.0867  -0.65
F  2.6996  0.5030  -0.2456  -0.36
F  1.0430  -0.6052  -1.1309  -0.31
F  1.2908  1.4415  -1.5396  -0.35
S  -1.0226  1.1243  1.5243  -0.40
H  0.7919  0.9094  0.1780  0.16

***

ORCA calculation (ωB97M-V/def2-TZVPD) on one molecule with the formula C2HF3O2 in a non-equilibrium geometry.

- HOMO level (alpha / beta): -9.9 / -9.9 eV
- Relative energy (zero: lowest compared OMol25 entry of this formula, charge and spin): 142.9 kcal/mol
- Spin multiplicity: 1
- Net charge: 0
- Energy: -526.695255 a.u.
- Orbital gap (alpha / beta): 8.960 / 8.955 eV

Each line ends with the natural charge from an NBO analysis.
Positions of all 8 atoms, in Å:
C  0.5457  -0.5682  0.0474  0.71
C  -0.2859  0.6939  0.2461  0.47
O  -0.5994  -1.1149  -1.7170  -0.44
O  0.3080  -1.4507  -0.8393  -0.06
F  1.3545  -0.9193  1.0026  -0.25
F  0.4733  1.4806  1.0608  -0.34
F  -1.4349  0.4534  0.8108  -0.28
H  -0.3614  1.4253  -0.6114  0.19

***

ORCA calculation (ωB97M-V/def2-TZVPD) on a 2-piece molecular cluster, C2HF3O2 overall in a non-equilibrium geometry.

- HOMO level: -12.3 eV
- Relative energy (zero: lowest compared OMol25 entry of this formula, charge and spin): 160.3 kcal/mol
- Spin multiplicity: 1
- Net charge: 0
- Energy: -526.667570 a.u.
- Orbital gap: 12.254 eV

Each line ends with the natural charge from an NBO analysis.
Positions of all 8 atoms, in Å:
C  0.2659  -1.0054  1.4089  0.77
C  1.2854  -0.5254  0.3278  0.51
O  -0.7741  -0.6335  2.1062  -0.16
O  0.4119  -1.1339  2.7236  -0.18
F  0.0101  -2.7542  0.6871  -0.55
F  1.6767  0.6521  0.7428  -0.29
F  0.5419  -0.3383  -0.8573  -0.33
H  2.1223  -1.2979  0.0049  0.22

***

ORCA calculation (ωB97M-V/def2-TZVPD) on C2HF4I as an isolated structure in a non-equilibrium geometry.

- HOMO level: -9.8 eV
- Relative energy (zero: lowest compared OMol25 entry of this formula, charge and spin): 52.2 kcal/mol
- Spin multiplicity: 1
- Net charge: 0
- Energy: -773.853911 a.u.
- Orbital gap: 9.620 eV

Each line ends with the natural charge from an NBO analysis.
Positions of all 8 atoms, in Å:
C  -1.1636  1.5344  -1.7280  0.63
C  0.4100  -1.0408  1.3042  0.47
F  -0.2811  2.2136  -0.9341  -0.37
F  -0.4746  1.1534  -2.7782  -0.34
F  0.2937  0.1996  1.8014  -0.33
F  1.7063  -1.2490  1.0371  -0.34
I  -0.5766  -0.9322  -0.6298  0.10
H  0.0861  -1.8790  1.9275  0.17

***

ORCA calculation (ωB97M-V/def2-TZVPD) on a 2-piece molecular cluster, C2HF4IO overall in a non-equilibrium geometry.

- HOMO level: -9.0 eV
- Relative energy (zero: lowest compared OMol25 entry of this formula, charge and spin): 59.3 kcal/mol
- Spin multiplicity: 1
- Net charge: 0
- Energy: -849.107317 a.u.
- Orbital gap: 9.017 eV

Each line ends with the natural charge from an NBO analysis.
Positions of all 9 atoms, in Å:
C  -2.0244  0.5152  0.6025  1.13
C  1.3392  -1.0001  -0.9485  0.50
O  -1.6395  0.3284  1.6782  -0.52
F  -1.4501  1.2961  -0.3003  -0.31
F  -3.0975  0.0186  0.0391  -0.30
F  0.6324  -1.7223  -0.0813  -0.36
F  2.3302  -1.8028  -1.3139  -0.36
I  2.4460  0.6843  0.5303  0.11
H  1.4638  1.6825  -0.2061  0.12

***

ORCA calculation (ωB97M-V/def2-TZVPD) on C2HF4NO2 as an isolated structure in a non-equilibrium geometry.

- HOMO level: -11.1 eV
- Relative energy (zero: lowest compared OMol25 entry of this formula, charge and spin): 31.7 kcal/mol
- Spin multiplicity: 1
- Net charge: 0
- Energy: -681.353776 a.u.
- Orbital gap: 10.529 eV

Each line ends with the natural charge from an NBO analysis.
Positions of all 10 atoms, in Å:
C  -0.1724  -0.4099  0.0329  0.24
C  -1.9590  0.4097  0.4197  0.96
N  -0.2615  -1.2169  -1.2210  0.48
O  0.4396  -0.8683  -2.1133  -0.32
O  -1.0899  -2.1280  -1.2030  -0.36
F  0.1519  -1.1468  1.0194  -0.28
F  -2.7982  0.0829  -0.5196  -0.30
F  -2.4203  0.0443  1.5869  -0.30
F  -1.6531  1.7004  0.4163  -0.32
H  0.2994  0.6085  -0.0754  0.20

***

ORCA calculation (ωB97M-V/def2-TZVPD) on a 2-piece molecular cluster, C2HFI2 overall in a non-equilibrium geometry.

- HOMO level: -9.4 eV
- Relative energy (zero: lowest compared OMol25 entry of this formula, charge and spin): 28.8 kcal/mol
- Spin multiplicity: 1
- Structure (SMILES): C#CF.II
- Net charge: 0
- Energy: -771.961526 a.u.
- Orbital gap: 7.455 eV

Each line ends with the natural charge from an NBO analysis.
Positions of all 6 atoms, in Å:
C  0.8369  0.5640  0.1389  -0.43
C  0.8484  1.7615  0.3343  0.43
F  0.9924  2.9578  0.6535  -0.25
I  4.6135  0.0336  0.9422  0.00
I  3.8575  0.0881  -1.6669  0.00
H  0.5380  -0.3699  -0.2471  0.24